# 1
{"formula": "C11H15NO6S", "method": "wB97M-V/def2-TZVPD", "smiles": "O=C1C=C(O)C(=O)C=C1O.CCSCNC(=O)OC", "spin_multiplicity": 1, "homo_energy_ev": -8.83, "total_energy_ev": -36259.785, "species": ["O", "C", "C", "C", "O", "C", "O", "C", "C", "O", "H", "H", "H", "H", "C", "C", "S", "C", "N", "C", "O", "O", "C", "H", "H", "H", "H", "H", "H", "H", "H", "H", "H", "H"], "coordinates": [[0.42, -0.35, -1.29], [-0.17, 0.29, -2.14], [-1.29, 1.15, -1.86], [-1.90, 1.79, -2.86], [-2.94, 2.59, -2.70], [-1.44, 1.65, -4.29], [-2.06, 2.26, -5.14], [-0.30, 0.80, -4.57], [0.30, 0.16, -3.56], [1.35, -0.64, -3.73], [-1.61, 1.24, -0.83], [-3.18, 2.92, -3.59], [0.03, 0.71, -5.59], [1.58, -0.98, -2.84], [3.41, -1.42, 2.81], [3.12, -0.59, 1.56], [2.26, 0.96, 1.88], [0.77, 0.32, 2.68], [-0.10, -0.49, 1.82], [-1.36, 0.05, 1.57], [-1.64, 1.22, 1.56], [-2.30, -0.91, 1.31], [-2.82, -1.50, 2.50], [3.76, -0.76, 3.60], [4.19, -2.14, 2.61], [2.53, -1.96, 3.14], [2.55, -1.17, 0.85], [4.05, -0.33, 1.07], [1.10, -0.30, 3.50], [0.22, 1.16, 3.09], [0.37, -0.78, 0.97], [-2.83, -2.58, 2.40], [-2.22, -1.25, 3.37], [-3.83, -1.12, 2.67]]}

=====

# 2
{"formula": "C5H3N", "method": "wB97M-V/def2-TZVPD", "smiles": "C#CC(=C)C#N", "e_above_lowest_kj_mol": 72.1, "spin_multiplicity": 1, "homo_energy_ev": -10.12, "total_energy_ev": -6719.976, "species": ["C", "C", "C", "C", "C", "N", "H", "H", "H"], "coordinates": [[2.03, -1.13, 0.03], [0.96, -0.52, -0.11], [-0.33, 0.19, -0.01], [-0.46, 1.47, -0.01], [-1.53, -0.68, -0.03], [-2.37, -1.54, -0.02], [2.86, -1.81, 0.09], [0.36, 2.19, -0.22], [-1.52, 1.83, 0.29]]}

=====

# 3
{"formula": "C24H40Br16NO", "method": "wB97M-V/def2-TZVPD", "e_above_lowest_kj_mol": 996.1, "spin_multiplicity": 1, "homo_energy_ev": -2.24, "charge": -1, "total_energy_ev": -1149744.361, "species": ["N", "C", "C", "O", "C", "C", "C", "C", "C", "C", "H", "H", "H", "H", "H", "H", "H", "H", "Br", "C", "C", "Br", "H", "H", "H", "H", "Br", "C", "C", "Br", "H", "H", "H", "H", "Br", "C", "C", "Br", "H", "H", "H", "H", "Br", "C", "C", "Br", "H", "H", "H", "H", "Br", "C", "C", "Br", "H", "H", "H", "H", "Br", "C", "C", "Br", "H", "H", "H", "H", "Br", "C", "C", "Br", "H", "H", "H", "H", "Br", "C", "C", "Br", "H", "H", "H", "H"], "coordinates": [[8.58, 1.89, -2.45], [8.47, 3.31, -3.02], [6.97, 3.35, -3.77], [6.80, 3.59, -5.07], [5.69, 3.13, -2.72], [5.36, 4.39, -1.71], [4.12, 4.20, -0.62], [3.32, 2.76, -0.65], [3.65, 1.51, -1.65], [4.88, 1.70, -2.74], [8.01, 1.84, -1.55], [8.38, 4.10, -2.13], [9.35, 3.60, -3.74], [6.01, 5.35, -1.79], [3.91, 5.10, 0.11], [2.43, 2.63, 0.12], [3.08, 0.48, -1.64], [5.20, 0.83, -3.51], [2.05, 0.32, 0.61], [1.04, -1.31, 1.00], [0.49, -1.92, -0.27], [-1.07, -0.95, -0.92], [0.26, -1.04, 1.71], [1.75, -1.98, 1.48], [0.14, -2.94, -0.08], [1.22, -1.94, -1.09], [-2.44, -4.67, -0.92], [-4.10, -4.30, 0.04], [-4.15, -2.86, 0.51], [-3.03, -2.61, 2.09], [-4.17, -5.03, 0.85], [-4.90, -4.49, -0.69], [-5.16, -2.60, 0.83], [-3.81, -2.15, -0.24], [-2.29, -6.70, 2.93], [-2.51, -5.94, 4.71], [-3.88, -6.25, 5.27], [-5.24, -5.11, 4.48], [-2.31, -4.86, 4.63], [-1.73, -6.40, 5.32], [-3.91, -6.03, 6.34], [-4.19, -7.28, 5.11], [-4.17, 0.84, -0.68], [-4.40, 1.61, 1.10], [-5.76, 1.29, 1.66], [-7.13, 2.43, 0.86], [-4.20, 2.68, 1.01], [-3.62, 1.14, 1.70], [-5.80, 1.51, 2.73], [-6.08, 0.26, 1.49], [-7.30, -2.51, 1.42], [-8.96, -2.13, 2.38], [-9.01, -0.70, 2.85], [-7.89, -0.44, 4.43], [-9.03, -2.86, 3.19], [-9.76, -2.33, 1.65], [-10.02, -0.43, 3.17], [-8.67, 0.02, 2.10], [9.05, 7.52, -7.90], [7.75, 6.08, -7.85], [7.77, 5.27, -9.12], [6.86, 6.20, -10.57], [6.77, 6.53, -7.64], [8.04, 5.46, -6.99], [7.22, 4.33, -9.00], [8.78, 5.04, -9.47], [5.23, 5.14, 1.61], [5.59, 6.34, 3.11], [5.62, 7.78, 2.66], [7.29, 8.20, 1.75], [6.53, 6.01, 3.56], [4.77, 6.17, 3.81], [5.59, 8.45, 3.52], [4.81, 8.03, 1.97], [-7.36, -6.76, 1.86], [-6.10, -7.84, 0.84], [-5.93, -9.21, 1.45], [-4.79, -9.13, 3.04], [-5.17, -7.27, 0.78], [-6.53, -7.91, -0.16], [-5.41, -9.88, 0.76], [-6.87, -9.66, 1.76]]}

=====

# 4
{"formula": "C26H77AsF6O12", "method": "wB97M-V/def2-TZVPD", "e_above_lowest_kj_mol": 0.0, "spin_multiplicity": 1, "homo_energy_ev": -9.27, "total_energy_ev": -129927.139, "species": ["O", "H", "H", "H", "As", "F", "F", "F", "F", "F", "F", "C", "C", "O", "H", "H", "H", "H", "H", "H", "C", "C", "O", "H", "H", "H", "H", "H", "H", "C", "C", "O", "H", "H", "H", "H", "H", "H", "C", "C", "O", "H", "H", "H", "H", "H", "H", "C", "C", "O", "H", "H", "H", "H", "H", "H", "C", "C", "O", "H", "H", "H", "H", "H", "H", "C", "C", "O", "H", "H", "H", "H", "H", "H", "C", "C", "C", "O", "H", "H", "H", "H", "H", "H", "H", "H", "C", "C", "C", "O", "H", "H", "H", "H", "H", "H", "H", "H", "C", "C", "C", "O", "H", "H", "H", "H", "H", "H", "H", "H", "C", "C", "C", "O", "H", "H", "H", "H", "H", "H", "H", "H"], "coordinates": [[0.20, 1.02, 4.04], [-0.06, 0.10, 4.14], [-0.61, 1.61, 3.82], [1.00, 1.11, 3.40], [0.00, -0.04, 0.47], [1.60, 0.45, -0.02], [-0.14, 1.50, 1.27], [-1.56, -0.54, 1.02], [0.21, -1.56, -0.33], [0.70, -0.71, 1.94], [-0.69, 0.59, -0.99], [-2.29, -3.21, 2.98], [-1.55, -4.48, 3.32], [-0.81, -4.26, 4.54], [-2.94, -3.35, 2.11], [-1.57, -2.42, 2.76], [-3.00, -2.89, 3.74], [-0.85, -4.74, 2.53], [-2.27, -5.28, 3.52], [-0.69, -5.10, 4.98], [2.12, -4.36, -0.71], [2.15, -5.13, -2.03], [2.54, -6.48, -1.84], [1.85, -3.32, -0.85], [3.10, -4.43, -0.23], [1.36, -4.81, -0.06], [2.89, -4.67, -2.68], [1.16, -5.09, -2.49], [1.82, -6.95, -1.42], [2.13, 3.65, 3.16], [3.13, 2.57, 2.81], [2.50, 1.29, 2.97], [1.71, 3.50, 4.15], [1.34, 3.62, 2.41], [2.57, 4.65, 3.11], [4.04, 2.60, 3.41], [3.42, 2.64, 1.75], [3.16, 0.61, 2.72], [-3.43, 0.79, 3.53], [-3.21, 2.27, 3.37], [-1.81, 2.61, 3.40], [-2.97, 0.40, 4.44], [-3.02, 0.17, 2.72], [-4.50, 0.59, 3.62], [-3.72, 2.82, 4.16], [-3.62, 2.63, 2.42], [-1.65, 3.09, 2.56], [2.30, 4.82, -2.09], [2.72, 3.56, -1.38], [1.63, 3.16, -0.55], [3.01, 5.10, -2.88], [2.32, 5.70, -1.45], [1.33, 4.73, -2.58], [3.64, 3.73, -0.81], [2.87, 2.77, -2.13], [1.80, 2.33, -0.09], [-2.92, 4.79, -0.39], [-1.47, 4.34, -0.36], [-1.16, 3.95, 0.99], [-3.24, 5.05, -1.40], [-3.08, 5.68, 0.23], [-3.54, 3.98, -0.01], [-0.86, 5.22, -0.59], [-1.29, 3.52, -1.05], [-0.38, 3.39, 0.89], [0.38, 2.46, -3.84], [-0.61, 1.39, -4.26], [-1.76, 1.40, -3.44], [0.56, 2.32, -2.77], [-0.06, 3.45, -3.99], [1.33, 2.35, -4.35], [-0.17, 0.38, -4.29], [-0.96, 1.53, -5.29], [-1.49, 1.17, -2.54], [6.55, -0.12, -2.55], [5.60, -1.00, -1.73], [4.19, -0.43, -1.76], [5.63, -2.31, -2.30], [6.71, 0.85, -2.07], [6.11, 0.13, -3.52], [7.53, -0.59, -2.60], [5.99, -1.04, -0.71], [3.46, -1.16, -1.39], [3.83, -0.16, -2.76], [4.14, 0.49, -1.18], [5.10, -2.29, -3.10], [4.64, -2.96, 1.92], [3.65, -1.93, 2.39], [2.87, -2.35, 3.62], [4.37, -0.69, 2.69], [5.28, -2.65, 1.10], [4.13, -3.86, 1.56], [5.32, -3.30, 2.72], [2.98, -1.65, 1.58], [2.12, -3.10, 3.37], [2.31, -1.50, 4.00], [3.53, -2.72, 4.41], [5.13, -0.88, 3.24], [-6.84, 1.17, -0.85], [-5.36, 1.41, -1.15], [-4.47, 0.48, -0.32], [-5.09, 1.22, -2.51], [-7.17, 1.63, 0.08], [-7.11, 0.11, -0.80], [-7.45, 1.62, -1.64], [-5.17, 2.44, -0.84], [-4.67, -0.54, -0.66], [-4.59, 0.60, 0.76], [-3.43, 0.70, -0.56], [-5.12, 0.27, -2.70], [-4.06, -3.69, -3.86], [-4.05, -2.52, -2.88], [-2.71, -1.81, -2.90], [-5.05, -1.57, -3.30], [-3.28, -4.40, -3.59], [-3.89, -3.36, -4.88], [-5.00, -4.24, -3.83], [-4.26, -2.81, -1.84], [-1.90, -2.53, -2.82], [-2.64, -1.07, -2.11], [-2.61, -1.23, -3.82], [-5.91, -1.96, -3.14]]}